# C22H22AuN6O3

A molecular structure, C22H22AuN6O3 (the ωB97M-V functional and the def2-TZVPD basis, the Open Molecules 2025 dataset).

Atoms and positions in Å:
1 Au 1.03475 0.37988 0.16572
2 N 0.36028 -1.86854 -0.92275
3 N 1.52619 -2.56540 -1.20322
4 C 2.71875 -1.92581 -1.25787
5 N 3.78633 -2.65688 -1.55232
6 N 2.68717 -0.62171 -0.97617
7 N 3.87108 0.12515 -1.03403
8 O 4.86890 -0.34140 -1.57150
9 O 3.81038 1.22643 -0.54925
10 H -0.16852 -2.29972 -0.17579
11 H -0.20363 -1.75468 -1.75513
12 H 1.49438 -3.55922 -1.35934
13 H 3.71954 -3.64612 -1.71460
14 H 4.66140 -2.17068 -1.67744
15 O -1.93494 -0.52476 0.41374
16 C -2.29324 0.58290 1.25667
17 C -0.63040 2.59829 1.47270
18 C -0.80236 3.80866 2.14190
19 C 0.28200 4.44347 2.71202
20 C 1.53679 3.86219 2.59460
21 C 1.64417 2.66170 1.93416
22 N 0.58476 2.03076 1.38780
23 H -2.32873 -0.34539 -0.44750
24 H -1.87883 0.35937 2.23750
25 H -3.37950 0.62856 1.32381
26 H -1.79691 4.22739 2.20672
27 H 0.15665 5.38216 3.23598
28 H 2.42327 4.33950 2.98660
29 H 2.60284 2.18230 1.79530
30 C -1.79114 1.94251 0.79362
31 C -2.31141 2.57182 -0.23596
32 C -2.92045 3.14371 -1.25716
33 C -2.16384 3.63675 -2.43719
34 C -2.81341 3.97121 -3.62440
35 C -2.08783 4.38152 -4.73283
36 C -0.70352 4.45156 -4.67636
37 C -0.04504 4.10906 -3.50240
38 C -0.77033 3.70532 -2.39381
39 C -4.39261 3.34840 -1.13272
40 C -4.97335 4.60445 -1.33082
41 C -6.32781 4.79336 -1.11839
42 C -7.12174 3.73248 -0.69304
43 C -6.55720 2.48188 -0.49984
44 C -5.19909 2.29258 -0.72234
45 H -3.89063 3.88630 -3.68833
46 H -2.60521 4.64005 -5.64765
47 H -0.13924 4.76231 -5.54604
48 H 1.03530 4.15822 -3.45251
49 H -0.25766 3.44241 -1.47424
50 H -4.34738 5.43781 -1.62666
51 H -6.76546 5.77166 -1.26941
52 H -8.17877 3.88374 -0.51649
53 H -7.17041 1.65564 -0.16429
54 H -4.76772 1.30402 -0.61620

Forces on the atoms, in the same order (eV/Å):
0.257 0.204 0.021
0.032 0.074 0.076
0.093 -0.005 0.000
-0.021 0.073 0.116
-0.023 0.002 0.008
0.119 0.141 0.008
0.063 -0.297 -0.048
-0.188 0.155 0.092
-0.088 -0.080 -0.032
-0.039 0.038 0.030
-0.068 -0.024 0.009
-0.018 -0.043 -0.074
-0.064 -0.007 -0.021
0.052 -0.014 -0.024
-0.011 0.170 0.010
0.436 -0.352 -0.472
-0.500 0.427 0.500
-0.025 -0.098 0.016
0.031 0.048 -0.023
-0.023 0.059 0.017
0.027 -0.119 -0.089
-0.254 -0.072 -0.219
-0.025 -0.005 -0.028
-0.026 -0.021 0.032
-0.032 0.055 0.163
0.010 0.001 -0.023
-0.005 -0.008 -0.022
-0.014 -0.049 0.046
-0.022 -0.019 0.016
0.433 -0.071 -0.313
-0.258 -0.331 0.002
0.079 0.261 0.106
-0.059 -0.724 -0.310
-0.071 -0.060 0.006
0.017 0.047 0.001
-0.021 -0.027 -0.007
-0.007 -0.047 0.027
0.047 0.062 0.068
0.079 0.681 0.369
0.083 -0.023 0.010
-0.023 -0.053 0.011
0.026 0.037 -0.033
0.032 0.030 0.020
-0.065 -0.118 -0.079
0.014 0.025 -0.007
-0.005 -0.012 0.017
-0.008 0.027 0.024
-0.015 0.007 0.016
0.024 0.060 -0.017
-0.024 -0.008 -0.021
0.008 -0.014 0.008
0.016 -0.002 -0.007
0.006 -0.011 -0.058
0.019 0.029 0.078

Calculated values
Total charge: +1
ΔE to the lowest compared entry with this formula, charge and spin: 0.000 eV
Energy: -41935.87652 eV
Multiplicity: 1


# C22H22Cl2O3S

A single C22H22Cl2O3S molecule in a non-equilibrium geometry (the ωB97M-V functional and the def2-TZVPD basis, the Open Molecules 2025 dataset).

Atoms and positions in Å:
1 O 4.29463 -0.04370 -3.49763
2 C 3.43534 -0.63396 -2.85525
3 O 3.26979 -1.97874 -2.90340
4 C 2.53077 0.21923 -1.97515
5 C 2.33822 -0.31851 -0.52682
6 C 1.92672 0.80643 0.42962
7 C 0.49861 1.31937 0.13220
8 C 0.27292 2.57031 1.00602
9 C 0.57125 2.53970 2.38599
10 C 0.26991 3.64328 3.16552
11 C -0.22053 4.82890 2.60512
12 C -0.49807 4.87064 1.22976
13 Cl -1.20328 6.29417 0.47854
14 C -0.29446 3.71547 0.45420
15 C -0.61280 0.26326 0.27935
16 C -1.61670 0.32433 -0.88815
17 C -2.88569 0.85820 -0.80514
18 C -3.67089 0.67599 -2.01166
19 C -2.98303 -0.04670 -2.94781
20 Cl -3.70071 -0.67770 -4.40929
21 S -1.33225 -0.40261 -2.45449
22 C 0.00752 -1.15050 0.43765
23 C -1.08088 -2.24974 0.37153
24 C -0.87280 -3.40274 1.37316
25 C 0.11667 -4.48200 1.08567
26 C -1.38611 -4.75446 0.96315
27 C 1.21449 -1.38835 -0.47667
28 O 1.33067 -2.44013 -1.16298
29 H 2.52057 -2.24325 -2.31550
30 H 1.56960 0.40574 -2.49751
31 H 3.02900 1.17277 -1.88473
32 H 3.27029 -0.77115 -0.18482
33 H 2.64315 1.64891 0.37641
34 H 1.94322 0.40587 1.41864
35 H 0.49513 1.66073 -0.89229
36 H 0.98720 1.68373 2.90208
37 H 0.42259 3.56010 4.22378
38 H -0.51011 5.66163 3.25217
39 H -0.58490 3.68418 -0.58369
40 H -1.23673 0.45755 1.16647
41 H -3.30402 1.29369 0.10300
42 H -4.69132 0.99839 -2.16630
43 H 0.36770 -1.23881 1.48056
44 H -1.19366 -2.64886 -0.64413
45 H -2.08343 -1.85262 0.58874
46 H -1.07295 -3.08585 2.40756
47 H 0.67808 -4.47348 0.16821
48 H 0.56636 -4.96427 1.95822
49 H -1.78508 -4.86866 -0.06262
50 H -1.75001 -5.44579 1.70271

Forces on the atoms, in the same order (eV/Å):
-1.050 -1.421 0.682
1.105 0.596 -1.004
0.152 1.379 -0.001
-0.466 -0.702 0.396
-1.470 0.071 -0.169
-0.054 0.163 -0.872
0.706 1.311 0.771
-0.167 -0.628 0.381
-0.468 0.481 -0.542
0.016 0.337 -0.598
-0.614 0.040 -0.314
0.039 -0.744 0.421
0.302 -0.499 0.361
0.197 0.307 0.397
-0.184 -0.233 -0.792
-0.563 0.273 0.477
0.247 -0.445 -0.706
1.008 -0.543 0.170
-0.182 0.213 0.269
0.644 0.373 0.512
-1.027 0.253 0.179
-0.758 -0.713 0.284
-0.160 -0.804 0.106
-0.565 0.814 -0.498
-0.526 -0.563 0.581
0.650 -0.061 -0.686
0.764 -2.244 -1.337
-0.679 2.637 1.737
0.137 -0.035 0.012
0.404 -0.262 0.291
0.153 0.256 -0.146
-0.030 -0.169 -0.042
-0.362 -0.424 0.049
0.204 -0.125 0.878
-0.033 0.145 -0.415
-0.030 -0.166 -0.307
0.073 0.230 0.374
0.305 -0.192 -0.337
0.002 0.230 -0.187
0.383 -0.041 -0.160
0.281 -0.029 -0.250
0.057 -0.054 0.132
0.358 0.349 -0.392
0.352 -0.003 0.177
0.363 0.357 0.036
0.368 -0.307 -0.354
0.222 0.213 0.005
0.104 0.203 -0.473
0.201 0.101 0.818
-0.410 0.077 0.085

Calculated values
SMILES: O=C(O)C[C@H]1C[C@H](c2cccc(Cl)c2)[C@@H](c2ccc(Cl)s2)[C@@H](CC2CC2)C1=O
ΔE to the lowest compared entry with this formula, charge and spin: 0.000 eV
Energy: -65193.22576 eV
Multiplicity: 1


# C22H22ClN3O

A single C22H22ClN3O molecule in a non-equilibrium geometry (the ωB97M-V functional and the def2-TZVPD basis, the Open Molecules 2025 dataset).

Atoms and positions in Å:
1 O -0.71734 -3.11014 1.21273
2 C -0.71791 -2.14329 0.48076
3 C -1.99325 -1.49104 0.07377
4 C -2.17674 -0.93289 -1.18833
5 C -3.38685 -0.35932 -1.53163
6 C -4.41432 -0.32401 -0.60087
7 Cl -5.91440 0.42596 -1.01757
8 C -4.25358 -0.88345 0.65820
9 C -3.04945 -1.47590 0.98227
10 C 0.55700 -1.50929 -0.01299
11 C 1.34003 -2.46187 -0.92512
12 C 2.66546 -1.81338 -1.30961
13 C 3.45569 -1.44716 -0.04652
14 N 2.72252 -0.63698 0.90028
15 C 2.80490 0.80645 0.76856
16 C 2.15901 1.43469 -0.43174
17 C 2.73054 1.62328 -1.66087
18 C 1.76882 2.21572 -2.50923
19 C 0.63340 2.36258 -1.77541
20 N 0.85456 1.89089 -0.50174
21 C -0.10815 1.92524 0.50409
22 C -1.47124 1.96212 0.18789
23 C -2.38777 2.00843 1.21931
24 C -1.93628 2.00941 2.53132
25 C -0.56927 1.96612 2.74009
26 N 0.31638 1.92854 1.76174
27 C 1.44186 -1.19484 1.22269
28 H -1.38466 -0.96767 -1.92108
29 H -3.53634 0.06066 -2.51440
30 H -5.06534 -0.85940 1.36827
31 H -2.90570 -1.93199 1.95001
32 H 0.34198 -0.58566 -0.55218
33 H 0.75494 -2.69119 -1.81942
34 H 1.51829 -3.39618 -0.38840
35 H 3.25658 -2.50170 -1.91560
36 H 2.47345 -0.91546 -1.89950
37 H 4.37481 -0.92334 -0.31478
38 H 3.73024 -2.37496 0.47114
39 H 3.87007 1.05534 0.73316
40 H 2.37724 1.23620 1.67538
41 H 3.73931 1.37320 -1.92672
42 H 1.90801 2.50121 -3.53310
43 H -0.29795 2.81196 -2.05370
44 H -1.80917 1.93849 -0.83434
45 H -3.44447 2.03843 0.99986
46 H -2.62318 2.04199 3.36111
47 H -0.14856 1.96360 3.73711
48 H 0.91658 -0.50929 1.89015
49 H 1.60022 -2.14011 1.75491

Forces on the atoms, in the same order (eV/Å):
-0.005 0.096 -0.024
0.140 0.124 -0.121
-0.505 -0.069 0.054
0.046 -0.131 0.205
-0.161 0.027 -0.034
0.257 -0.126 0.031
-0.157 0.092 -0.036
-0.085 0.048 -0.058
0.175 -0.037 -0.111
0.334 -0.345 0.251
-0.031 0.215 -0.158
0.035 -0.083 0.142
-0.033 -0.021 -0.213
0.190 0.064 0.069
0.092 -0.105 0.306
0.501 -0.026 0.080
-0.085 0.131 0.232
-0.130 -0.067 -0.023
-0.187 0.117 -0.422
0.361 0.053 -0.409
-0.788 0.049 0.733
0.171 0.039 -0.025
0.151 0.065 0.077
0.016 -0.008 -0.037
-0.353 -0.026 0.198
0.276 0.166 -0.490
-0.268 -0.034 0.074
0.130 0.053 -0.063
-0.038 0.037 -0.081
-0.090 0.025 0.048
0.008 -0.049 0.089
-0.024 -0.030 -0.002
0.005 -0.095 -0.005
-0.057 -0.061 0.027
0.034 -0.008 -0.066
0.022 -0.060 -0.042
0.060 -0.035 0.042
0.088 -0.029 -0.076
-0.091 0.060 -0.026
0.289 -0.031 -0.195
0.216 -0.084 0.048
-0.049 0.103 -0.179
-0.166 0.078 0.021
0.007 -0.019 -0.067
-0.082 -0.003 -0.036
-0.050 0.003 0.102
-0.072 0.004 0.131
0.035 -0.085 0.053
-0.131 0.020 -0.017

Calculated values
SMILES: O=C(c1ccc(Cl)cc1)[C@@H]1CCCN(Cc2cccn2-c2ccccn2)C1
Energy: -42211.52870 eV
Multiplicity: 1


# C22H22F2O3

A single C22H22F2O3 molecule in a non-equilibrium geometry (the ωB97M-V functional and the def2-TZVPD basis, the Open Molecules 2025 dataset).

Atoms and positions in Å:
1 C -1.33008 -3.52074 2.85202
2 C -1.12656 -3.36502 1.36316
3 O -0.21193 -2.25553 1.20414
4 C 0.26234 -2.06501 -0.06787
5 O 0.28607 -2.94943 -0.89292
6 C 0.71877 -0.58202 -0.21393
7 C -0.59792 0.16886 -0.38482
8 C -0.98959 1.10638 0.75145
9 C -1.54757 0.50553 1.88980
10 C -1.84784 1.24949 3.02585
11 C -1.59446 2.63068 3.03834
12 C -1.11797 3.22157 1.87372
13 F -0.92830 4.58764 1.86038
14 C -0.84506 2.49632 0.70703
15 C -0.83054 0.73885 -1.77888
16 C -1.71396 0.02279 -2.58562
17 C -1.95549 0.40730 -3.89693
18 C -1.34116 1.56115 -4.40591
19 C -0.48306 2.28238 -3.57599
20 F 0.14368 3.39907 -4.08105
21 C -0.19993 1.89012 -2.25834
22 C 1.49952 -0.33195 1.10081
23 C 2.84679 0.34814 1.00237
24 C 3.70246 -0.27281 -0.09872
25 C 3.04817 -0.15413 -1.45621
26 C 1.58537 -0.63447 -1.50493
27 O 1.15795 -1.04477 -2.56659
28 H -2.14740 -4.21783 3.05432
29 H -0.42494 -3.92145 3.32844
30 H -1.57386 -2.56080 3.32719
31 H -0.71511 -4.27478 0.90662
32 H -2.06259 -3.08040 0.86210
33 H -1.36936 -0.60970 -0.29822
34 H -1.73661 -0.56878 1.87103
35 H -2.29923 0.74894 3.88586
36 H -1.77009 3.22414 3.93456
37 H -0.54227 3.02658 -0.18449
38 H -2.17499 -0.87713 -2.17959
39 H -2.62327 -0.20589 -4.50590
40 H -1.49745 1.87289 -5.43562
41 H 0.51357 2.45653 -1.66704
42 H 0.86382 0.20209 1.81388
43 H 1.67201 -1.31215 1.56253
44 H 3.34370 0.19935 1.96715
45 H 2.73094 1.43166 0.85994
46 H 3.87019 -1.33580 0.12071
47 H 4.68433 0.20888 -0.12256
48 H 3.61389 -0.73982 -2.19535
49 H 3.05501 0.89310 -1.80592

Forces on the atoms, in the same order (eV/Å):
0.062 -0.142 0.322
0.092 0.103 0.160
-0.298 -0.268 -0.896
-0.008 -1.024 -0.177
-0.188 0.993 0.922
1.237 -1.962 -0.061
-1.777 0.699 -0.450
-0.091 0.239 0.074
-0.094 0.201 0.112
0.066 0.267 -0.341
0.031 -0.201 -0.058
-0.086 0.281 -0.066
-0.142 -1.189 -0.033
-0.031 0.009 0.917
-0.143 0.053 0.267
0.078 0.178 -0.207
0.124 0.325 0.118
0.137 -0.108 0.229
0.188 -0.066 0.083
-0.519 -0.861 0.440
-0.295 -0.125 -0.965
0.195 -0.030 0.446
0.202 0.133 -0.098
0.158 0.192 0.349
-0.337 -0.173 -0.165
0.807 0.299 -1.163
0.045 0.453 1.255
0.063 0.049 -0.049
-0.208 0.165 -0.118
0.047 -0.226 -0.168
-0.146 0.351 0.041
0.170 -0.219 -0.008
0.054 0.263 -0.144
0.110 0.378 0.085
0.235 0.289 -0.191
-0.010 -0.044 -0.328
0.024 -0.020 0.241
0.085 0.191 -0.184
0.253 0.353 0.039
0.048 0.038 0.237
-0.028 -0.132 -0.249
0.176 -0.147 -0.173
0.127 0.350 -0.080
-0.018 0.208 -0.085
0.104 -0.130 -0.128
-0.014 0.125 0.075
-0.024 -0.115 -0.001
-0.356 0.215 0.047
-0.106 -0.218 0.125

Calculated values
SMILES: CCOC(=O)[C@@]1(C(c2cccc(F)c2)c2cccc(F)c2)CCCCC1=O
ΔE to the lowest compared entry with this formula, charge and spin: 0.000 eV
Energy: -34748.01891 eV
Multiplicity: 1